1.
18
Properties=species:S:1:pos:R:3:lowdin_charge:R:1 method="wB97M-V/def2-TZVPD" charge=0 smiles="N#Cc1ccc(C(=O)NO)cc1"
N -4.778 -0.277 -0.043 0.152
C -3.656 -0.197 -0.036 -0.174
C -2.180 0.047 -0.035 -0.188
C -1.335 -1.028 0.231 -0.032
C -0.021 -0.860 0.189 -0.044
C 0.577 0.395 0.032 -0.118
C 2.027 0.699 0.022 -0.434
O 2.368 1.818 0.128 0.152
N 2.922 -0.394 0.311 -0.032
O 2.650 -1.512 -0.605 -0.156
C -0.256 1.512 -0.176 0.036
C -1.700 1.366 -0.239 0.034
H -1.637 -2.236 0.310 0.199
H 0.583 -1.477 0.293 -0.019
H 2.701 -0.998 1.279 0.213
H 3.713 -1.604 -0.895 0.196
H 0.233 2.569 -0.473 0.170
H -2.211 2.177 -0.293 0.046



2.
18
Properties=species:S:1:pos:R:3:lowdin_charge:R:1 method="wB97M-V/def2-TZVPD" charge=+1 smiles="[NH3+]CCNCC=O"
N 1.310 -1.301 -0.205 0.192
C -0.141 -1.302 0.195 -0.136
C -0.366 -0.312 1.315 -0.192
N -0.107 1.060 0.937 -0.073
C -0.700 1.643 -0.244 -0.151
C -0.275 0.962 -1.515 -0.235
O 0.845 0.606 -1.742 0.040
H 1.611 -0.308 -0.249 0.146
H 1.408 -1.659 -1.111 0.136
H 1.900 -1.895 0.390 0.186
H -0.801 -1.096 -0.659 0.122
H -0.471 -2.351 0.317 0.150
H 0.400 -0.528 2.063 0.132
H -1.387 -0.440 1.711 0.138
H -0.079 1.698 1.718 0.131
H -1.769 1.530 -0.147 0.120
H -0.440 2.701 -0.399 0.156
H -0.938 0.992 -2.376 0.137



3.
42
Properties=species:S:1:pos:R:3:lowdin_charge:R:1 method="wB97M-V/def2-TZVPD" charge=0 smiles="CC(C)CNS(=O)(=O)c1cc(C(=O)O[C@@H]2CCOC2=O)c(Cl)cc1Cl"
C -1.729 -2.406 2.736 -0.021
C -1.164 -2.990 1.151 -0.210
C 0.231 -3.262 1.506 -0.089
C -1.378 -1.478 0.302 -0.134
N -2.784 -1.400 -0.280 -0.187
S -2.864 -0.738 -1.634 0.546
O -4.251 -0.478 -1.821 -0.324
O -1.937 -0.981 -2.625 -0.201
C -2.445 1.042 -0.800 -0.225
C -0.985 1.160 -0.922 0.045
C -0.498 2.406 -0.314 -0.118
C 1.015 2.746 -0.548 -0.130
O 1.710 3.430 0.301 0.013
O 1.622 1.388 -0.984 -0.041
C 3.023 1.510 -0.769 -0.267
C 3.694 0.964 -1.883 -0.155
C 4.738 -0.066 -1.596 -0.071
O 4.119 -0.720 -0.338 -0.027
C 3.180 0.275 0.159 -0.422
O 2.473 -0.233 0.870 0.197
C -1.222 3.499 0.132 -0.573
Cl -0.808 4.889 1.062 0.728
C -2.725 3.198 0.356 -0.036
C -3.264 1.972 -0.378 -0.569
Cl -5.005 1.743 0.018 0.642
H -2.684 -2.174 2.559 -0.019
H -1.096 -1.449 3.019 0.117
H -1.626 -3.253 3.338 0.035
H -1.700 -3.724 0.910 0.040
H 0.593 -3.691 0.686 0.046
H 0.391 -3.913 2.100 -0.019
H 0.814 -2.273 1.638 0.136
H -0.667 -1.994 -0.454 0.145
H -1.050 -0.680 0.959 0.102
H -3.472 -1.169 0.637 0.239
H -0.412 0.647 -1.459 0.023
H 3.400 2.226 0.077 0.212
H 4.305 1.817 -2.372 0.156
H 3.103 0.669 -2.772 0.152
H 5.028 -0.787 -2.169 0.059
H 5.681 0.299 -1.161 0.129
H -3.356 3.982 0.762 0.077



Relative energy (zero: lowest compared OMol25 entry of this formula, charge and spin) (computed, eV): 6.6285, 2.2383, 14.3317
E_LUMO (computed, eV): -0.74, -3.16, -1.13